# 1
Formula: C46H45FN10O3RbSe
Source: the Open Molecules 2025 dataset
Level of theory: ωB97M-V with the def2-TZVPD basis set

Summary:
E_HOMO = -8.68 eV
frontier orbital gap = 5.57 eV
largest force on an atom = 0.0320 Eh/bohr
charge = +1
relative energy (zero: lowest compared OMol25 entry of this formula, charge and spin) = 9.70 kcal per mole

Last column: Mulliken charge in e.
Positions of all 107 atoms, in Å:
Rb  0.746  0.513  0.463  0.64
N  -1.391  4.694  1.668  0.15
C  -1.523  3.508  1.050  -0.73
N  -0.979  3.165  -0.067  -0.31
C  -0.032  4.043  -0.614  0.60
N  0.746  3.733  -1.583  -0.94
N  0.804  2.408  -1.947  0.41
C  0.725  2.146  -3.181  -1.06
C  0.943  0.753  -3.650  0.89
C  1.413  0.534  -4.938  -0.74
C  1.661  -0.764  -5.351  -0.71
C  1.399  -1.801  -4.472  -0.61
C  0.899  -1.488  -3.216  -0.62
N  0.682  -0.243  -2.796  0.22
C  0.076  5.409  -0.063  0.77
C  0.834  6.413  -0.665  -0.43
C  0.926  7.663  -0.089  -0.83
C  0.260  7.927  1.111  -0.35
C  -0.504  6.950  1.713  -0.90
C  -0.596  5.694  1.118  -0.02
H  -1.690  4.776  2.625  0.26
H  -2.196  2.808  1.535  0.65
H  0.532  2.923  -3.924  0.50
H  1.590  1.375  -5.598  0.49
H  2.051  -0.961  -6.341  0.44
H  1.576  -2.832  -4.750  0.52
H  0.647  -2.270  -2.509  0.85
H  1.348  6.181  -1.588  0.48
H  1.510  8.439  -0.564  0.40
H  0.338  8.903  1.571  0.40
H  -1.033  7.151  2.637  0.38
C  1.230  -2.677  3.156  -1.22
C  1.589  -2.979  1.723  0.81
C  0.770  -3.764  0.920  -0.40
C  1.137  -4.081  -0.384  -0.47
C  2.332  -3.608  -0.905  -0.39
C  3.149  -2.802  -0.122  -0.54
C  2.781  -2.495  1.180  -0.42
H  1.925  -3.176  3.836  0.42
H  0.223  -3.025  3.387  0.30
H  1.286  -1.604  3.351  0.08
H  -0.157  -4.154  1.324  0.28
H  0.491  -4.710  -0.984  0.41
H  2.632  -3.866  -1.913  0.47
H  4.088  -2.435  -0.518  0.40
H  3.441  -1.901  1.803  0.35
F  -6.290  -0.931  2.843  -0.36
C  -5.274  -0.352  3.530  0.79
C  -4.046  -0.236  2.950  -1.01
C  -2.986  0.299  3.683  0.76
C  -1.670  0.414  3.031  0.78
O  -1.491  0.004  1.887  -0.46
C  -0.649  1.079  3.814  0.06
C  -0.911  1.428  5.087  0.04
N  -2.114  1.208  5.725  0.26
C  -2.256  1.577  7.111  -0.35
C  -1.193  1.137  8.066  -0.93
C  -2.547  0.497  8.111  -0.40
C  -3.182  0.704  5.010  0.04
C  -4.467  0.614  5.565  -0.92
C  -5.516  0.090  4.836  -1.00
N  -6.809  0.020  5.435  0.29
C  -7.997  0.101  4.608  -0.61
C  -9.136  0.640  5.452  -0.96
N  -9.345  -0.308  6.612  -0.16
C  -8.088  -0.439  7.439  -0.69
C  -6.974  -0.917  6.529  -0.56
C  0.624  1.483  3.071  -0.59
O  0.588  2.642  2.609  -0.59
O  1.498  0.608  2.907  -0.72
H  -3.865  -0.573  1.934  0.64
H  -0.166  1.917  5.700  0.72
H  -2.703  2.552  7.273  0.40
H  -0.915  1.818  8.856  0.27
H  -0.377  0.548  7.669  0.33
H  -3.203  0.729  8.939  0.29
H  -2.631  -0.513  7.729  0.22
H  -4.655  0.975  6.568  0.76
H  -8.287  -0.874  4.190  0.42
H  -7.832  0.776  3.773  0.50
H  -10.070  0.712  4.900  0.43
H  -8.879  1.607  5.879  0.37
H  -9.579  -1.230  6.233  0.39
H  -10.130  -0.009  7.189  0.35
H  -8.287  -1.129  8.257  0.40
H  -7.867  0.551  7.832  0.36
H  -7.218  -1.929  6.162  0.18
H  -6.054  -0.991  7.103  0.48
C  -2.008  -2.858  -3.959  -0.95
N  -2.101  -1.428  -3.756  0.37
C  -2.419  -0.820  -2.583  -0.37
Se  -2.987  -1.552  -1.006  -0.24
N  -2.314  0.514  -2.814  0.28
C  -1.939  0.771  -4.123  0.11
C  -1.737  1.945  -4.826  -0.90
C  -1.377  1.826  -6.162  -0.57
C  -1.233  0.575  -6.767  -0.73
C  -1.448  -0.600  -6.058  -0.62
C  -1.800  -0.474  -4.726  0.61
H  -2.122  -3.342  -2.992  0.22
H  -1.033  -3.100  -4.385  0.34
H  -2.794  -3.205  -4.631  0.33
H  -2.399  1.183  -2.064  0.23
H  -1.859  2.913  -4.356  0.51
H  -1.208  2.721  -6.746  0.43
H  -0.960  0.520  -7.813  0.42
H  -1.350  -1.569  -6.529  0.48

***

# 2
Formula: C46H45FN7O4RuS
Source: the Open Molecules 2025 dataset
Level of theory: ωB97M-V with the def2-TZVPD basis set

Summary:
E_HOMO (spin up / spin down) = -11.60 / -11.69 eV
frontier orbital gap (spin up / spin down) = 7.22 / 6.76 eV
largest force on an atom = 0.0121 Eh/bohr
multiplicity = 2
charge = +2
expectation value of S² = 0.76
relative energy (zero: lowest compared OMol25 entry of this formula, charge and spin) = 6.34 kcal per mole

Last column: Mulliken charge in e.
Positions of all 105 atoms, in Å:
Ru  3.425  1.033  -0.140  -0.50
C  6.239  0.092  0.645  -0.87
C  5.444  -0.770  1.614  -1.31
C  4.487  -0.005  2.496  1.04
C  4.504  -0.247  3.865  -0.92
C  3.661  0.452  4.709  -0.44
C  2.811  1.398  4.161  -1.01
C  2.830  1.584  2.795  -0.29
N  3.640  0.902  1.972  0.97
N  5.500  0.507  -0.566  0.66
C  5.390  -0.546  -1.598  -1.35
C  4.381  -0.097  -2.629  0.90
C  4.412  -0.562  -3.928  -1.10
C  3.479  -0.081  -4.835  -0.56
C  2.553  0.855  -4.417  -0.78
C  2.564  1.259  -3.095  -0.65
N  3.457  0.795  -2.221  1.30
C  6.153  1.699  -1.152  -1.21
C  5.625  2.962  -0.535  0.73
C  6.378  4.120  -0.466  -1.17
C  5.800  5.271  0.043  -0.31
C  4.484  5.224  0.471  -0.97
C  3.793  4.032  0.383  -0.12
N  4.351  2.918  -0.112  0.75
H  6.543  1.009  1.155  0.52
H  7.154  -0.430  0.342  0.35
H  4.909  -1.563  1.087  0.33
H  6.167  -1.258  2.268  0.57
H  5.191  -0.982  4.259  0.49
H  3.675  0.267  5.774  0.43
H  2.139  1.982  4.772  0.47
H  2.160  2.285  2.317  0.29
H  6.362  -0.712  -2.076  0.56
H  5.063  -1.480  -1.139  0.51
H  5.162  -1.282  -4.223  0.55
H  3.485  -0.431  -5.859  0.45
H  1.813  1.258  -5.093  0.49
H  1.840  1.954  -2.699  0.32
H  7.239  1.631  -1.044  0.49
H  5.935  1.730  -2.221  0.45
H  7.403  4.112  -0.810  0.52
H  6.368  6.189  0.103  0.44
H  3.989  6.096  0.873  0.46
H  2.761  3.945  0.690  0.36
F  -4.529  -0.062  -1.576  -0.43
C  -3.633  -0.955  -1.098  0.62
C  -2.305  -0.698  -1.286  -0.47
C  -1.340  -1.599  -0.848  0.14
C  0.084  -1.300  -1.107  1.19
O  0.405  -0.371  -1.827  -0.55
C  1.008  -2.215  -0.473  -0.39
C  0.530  -3.351  0.095  -0.53
N  -0.784  -3.656  0.255  0.30
C  -1.170  -4.927  0.821  -0.27
C  -1.780  -4.966  2.195  -0.49
C  -0.392  -5.486  1.968  -1.01
C  -1.750  -2.766  -0.199  -0.28
C  -3.114  -3.010  -0.008  -0.79
C  -4.080  -2.120  -0.457  -1.10
N  -5.447  -2.405  -0.217  0.26
C  -5.952  -3.731  -0.531  -0.69
C  -6.855  -4.170  0.619  -0.76
N  -7.566  -2.942  1.153  -0.12
C  -7.817  -1.948  0.056  -0.84
C  -6.473  -1.382  -0.406  -0.65
C  2.502  -2.033  -0.394  0.01
O  3.245  -2.977  -0.610  -0.68
O  2.959  -0.888  0.027  -0.13
H  -1.994  0.202  -1.798  0.71
H  1.225  -4.092  0.465  0.77
H  -1.546  -5.630  0.087  0.44
H  -2.577  -5.674  2.380  0.32
H  -1.867  -4.021  2.714  0.24
H  -0.227  -6.553  1.976  0.27
H  0.422  -4.900  2.371  0.34
H  -3.417  -3.894  0.533  0.88
H  -5.141  -4.446  -0.634  0.48
H  -6.495  -3.737  -1.483  0.29
H  -6.279  -4.577  1.447  0.45
H  -7.613  -4.889  0.315  0.37
H  -6.974  -2.504  1.860  0.39
H  -8.439  -3.208  1.608  0.35
H  -8.472  -1.165  0.431  0.42
H  -8.341  -2.492  -0.727  0.37
H  -6.214  -0.507  0.190  0.53
H  -6.589  -1.052  -1.441  0.35
C  -7.100  5.152  0.196  -1.16
C  -5.706  4.612  0.351  0.83
O  -4.900  4.991  1.146  -0.49
S  -5.353  3.283  -0.836  -0.23
C  -3.626  3.028  -0.545  0.39
C  -3.151  2.611  0.693  -0.69
C  -1.797  2.394  0.873  -0.64
C  -0.898  2.565  -0.184  0.99
C  -1.387  2.988  -1.422  -0.66
C  -2.739  3.230  -1.598  -0.65
C  0.483  2.219  -0.028  0.52
C  1.638  1.834  -0.019  -1.28
H  -7.304  5.855  0.999  0.32
H  -7.824  4.338  0.214  0.31
H  -7.189  5.652  -0.769  0.32
H  -3.839  2.468  1.514  0.54
H  -1.425  2.068  1.836  0.53
H  -0.699  3.121  -2.247  0.47
H  -3.111  3.572  -2.554  0.46